(1)
A single CH4FNP2 molecule at a distorted geometry, computed with the ωB97M-V functional and the def2-TZVPD basis.

Element x y z (Å)
H: 0.14117 2.41808 1.89037
N: 0.75297 2.43684 1.09702
C: 0.97124 1.41834 0.40676
F: 1.78008 1.52727 -0.65886
P: 0.30502 -0.41578 0.70493
P: -0.20180 -0.56272 -1.33833
H: -1.03937 0.01775 1.06620
H: 1.04602 -1.33989 -1.91314
H: -0.75775 -1.92614 -1.24667

## Properties
E_tot   -877.76595 hartree
SMILES   [H]/N=C(/F)[PH]#[PH2]
Relative energy (zero: lowest compared OMol25 entry of this formula, charge and spin)   171.2 kJ/mol
2S+1   1
Kohn-Sham gap   0.366 hartree

***

(2)
A single CH4FNS2 molecule at a distorted geometry, computed with the ωB97M-V functional and the def2-TZVPD basis.

Element x y z (Å)
C: -0.79643 1.79761 -0.84152
N: -0.59050 0.45690 -0.27634
F: -2.26710 -1.11289 1.02783
S: -0.66992 -2.46091 -0.02674
S: -1.50332 -0.74010 -0.50722
H: -1.76699 2.08071 -1.06879
H: -0.43371 2.63495 -0.10768
H: -0.26614 1.84218 -1.71538
H: -1.55707 -3.48458 0.37710

## Properties
E_tot   -991.37327 hartree
Relative energy (zero: lowest compared OMol25 entry of this formula, charge and spin)   197.5 kJ/mol
2S+1   1
Kohn-Sham gap   0.351 hartree

***

(3)
A molecular structure, CH4IN at a distorted geometry, computed with the ωB97M-V functional and the def2-TZVPD basis.

Element x y z (Å)
C: 0.52131 0.45650 0.10168
N: -0.44952 -0.41485 0.48088
I: -2.33394 -0.00649 -0.04854
H: 0.41376 0.97920 -0.76122
H: 0.48768 1.16583 1.01229
H: 1.39304 -0.17326 0.10866
H: -0.03233 -2.00693 -0.89376

## Properties
E_tot   -392.74585 hartree
Relative energy (zero: lowest compared OMol25 entry of this formula, charge and spin)   417.3 kJ/mol
2S+1   1
Kohn-Sham gap (spin up / spin down)   0.310 / 0.313 hartree

***

(4)
2 unconnected molecules or ions with the total composition CH4IN2 at a distorted geometry, computed with the ωB97M-V functional and the def2-TZVPD basis.

Element x y z (Å)
C: 0.30193 0.59017 -0.16550
N: 1.33002 0.06109 0.33388
N: -1.26802 -0.76747 -0.02272
I: -3.01503 0.11334 -0.00494
H: -0.05108 1.67348 -0.47173
H: 2.18552 0.51211 0.51573
H: 1.49197 -0.93448 0.63148
H: -0.97532 -1.24825 -0.81620

## Properties
E_tot   -447.28108 hartree
Relative energy (zero: lowest compared OMol25 entry of this formula, charge and spin)   461.9 kJ/mol
Net charge   +1
2S+1   1
Kohn-Sham gap (spin up / spin down)   0.285 / 0.285 hartree